No. 1
Density functional theory data (the ωB97M-V functional and the def2-TZVPD basis) for C55H43Cl4MgNO2P2S as an isolated structure at a distorted geometry.

Calculated values
E = -5448.45347 Ha
M = 1010.09 g/mol
Energy above the lowest of the compared OMol25 structures with the same formula, charge and spin = 415.0 kJ/mol
Highest occupied orbital energy = -5.9 eV

Atoms and positions in Å:
Mg 13.37600 13.10255 12.74266
Cl 15.38112 14.54378 17.26700
C 14.42116 15.04344 18.68529
Cl 12.67321 14.87333 18.35156
H 14.67292 16.05116 18.96341
H 14.70357 14.37849 19.46006
O 14.41955 15.22630 9.56402
C 15.13974 14.05824 8.90665
C 15.43912 13.38645 6.27872
C 15.18248 12.13249 6.17325
C 14.62895 11.25257 7.16836
C 14.44203 11.43427 8.48902
C 14.91598 12.58761 9.31478
P 14.95054 12.28222 11.04012
C 16.26144 13.40056 9.53891
C 15.15508 14.41582 7.40895
C 16.21763 15.48701 7.39407
C 17.53814 15.37433 7.63724
C 18.17184 14.17296 8.15022
C 17.52051 13.20552 8.86061
C 16.41711 11.18687 11.32584
C 16.86117 11.08050 12.61878
C 17.92669 10.19822 12.98626
C 18.61534 9.54724 12.01037
C 18.18721 9.67087 10.69160
C 17.09908 10.47709 10.33575
C 14.37088 15.40263 10.88047
C 15.42385 15.34731 11.81139
C 15.24632 15.45682 13.16796
C 13.93065 15.49108 13.71133
C 12.84282 15.52946 12.79673
C 13.04900 15.54752 11.38122
P 11.53082 15.54655 10.31143
C 11.81432 16.67060 8.90401
C 12.79939 17.71438 8.96660
C 12.89356 18.69728 7.98202
C 12.05601 18.58946 6.84326
C 11.10171 17.56826 6.80815
C 10.91875 16.60963 7.83070
C 10.40396 16.65149 11.28908
C 9.18183 16.11201 11.71220
C 8.18826 16.91801 12.25019
C 8.39568 18.26964 12.41623
C 9.62627 18.83243 12.12230
C 10.62241 18.01671 11.56998
H 15.84540 13.89429 5.41991
H 15.54646 11.58959 5.29828
H 14.37398 10.31406 6.71333
H 14.00389 10.58774 8.99898
H 14.20269 14.88519 7.14742
H 15.80482 16.46658 7.19523
H 18.12974 16.29965 7.47788
H 19.23513 14.03005 7.96570
H 18.05244 12.23878 9.06095
H 16.45066 11.67112 13.44327
H 18.10501 10.07378 14.02234
H 19.42204 8.86490 12.21254
H 18.74208 9.19260 9.87238
H 16.74826 10.56409 9.30568
H 16.42341 15.17274 11.38780
H 16.05376 15.42739 13.83171
H 13.70999 15.62361 14.75667
H 11.83043 15.60201 13.14732
H 13.50174 17.72362 9.81706
H 13.71233 19.41917 7.97452
H 12.10579 19.34424 5.98281
H 10.44795 17.42229 5.95242
H 10.21254 15.80309 7.74170
H 8.99584 15.07956 11.48195
H 7.31549 16.41193 12.63477
H 7.53173 18.79222 12.72056
H 9.74150 19.89138 12.29628
H 11.57351 18.53767 11.41358
O 13.01891 12.49679 14.62814
S 12.74564 10.99434 14.62769
C 14.31464 10.22516 15.11225
C 14.54341 8.85354 14.94132
C 15.74438 8.30087 15.41506
C 16.61510 9.08712 16.14963
C 16.38952 10.47941 16.30659
C 15.25541 11.03008 15.73232
C 11.80330 10.75941 16.17362
C 10.49990 10.34217 16.00759
C 9.65020 10.23030 17.14680
C 10.24831 10.32868 18.41810
C 11.57447 10.72996 18.56306
C 12.34522 10.95147 17.43149
H 13.76497 8.20921 14.61742
H 16.01933 7.28891 15.26214
H 17.46930 8.57161 16.60585
H 17.17168 11.08423 16.82803
H 15.09616 12.09562 15.86675
H 10.09710 10.33489 14.98944
H 8.59274 10.10129 17.01409
H 9.57216 10.27432 19.25841
H 11.93526 10.93249 19.53156
H 13.33937 11.35695 17.52489
Cl 10.89064 12.17386 11.94322
C 11.32033 10.56333 11.44125
C 10.30432 9.62092 11.29491
C 10.64227 8.28567 11.04362
C 12.00772 8.05999 11.02789
C 13.01645 9.01506 11.17265
Cl 14.70107 8.52821 11.04469
C 12.73685 10.36964 11.40924
N 13.59077 11.38970 11.63676
H 9.29444 9.97231 11.39524
H 9.85398 7.52222 10.94751
H 12.31607 7.06288 10.67883

No. 2
Density functional theory data (the ωB97M-V functional and the def2-TZVPD basis) for C55H44GeInN6O2S2 as an isolated structure.

Calculated values
E = -5664.71764 Ha
Multiplicity = 2
M = 1072.56 g/mol
Energy above the lowest of the compared OMol25 structures with the same formula, charge and spin = 36.2 kJ/mol
Highest occupied orbital energy (alpha / beta) = -7.9 / -7.9 eV

Atoms and positions in Å:
In 0.31092 0.12976 -0.01594
O -5.18882 2.97212 3.81934
C -4.13202 3.56887 3.59829
O -3.79780 4.74979 3.75444
C -3.01000 2.68035 3.02234
C -3.27493 1.40486 2.55036
C -2.27248 0.70141 1.90795
N -1.05515 1.21924 1.68466
C -0.77832 2.43007 2.18165
C -1.72479 3.16707 2.87799
C 0.56486 2.99352 1.88333
C 1.00837 4.15990 2.50227
C 2.24929 4.66690 2.17396
C 3.01152 3.99766 1.23178
C 2.49683 2.84497 0.67243
N 1.30725 2.33814 0.99233
C -2.46924 -0.69753 1.45294
C -3.53628 -1.47229 1.89495
C -3.61123 -2.79571 1.50496
C -2.61194 -3.32201 0.70237
C -1.58909 -2.48616 0.30363
N -1.53058 -1.20384 0.65520
H -4.27773 1.02479 2.68430
H -1.54369 4.16729 3.23912
H 0.39465 4.65982 3.23358
H 2.61022 5.57054 2.64394
H 3.98602 4.35284 0.93283
H 3.05574 2.29971 -0.07732
H -4.27302 -1.05191 2.56119
H -4.42789 -3.41465 1.84773
H -2.60879 -4.35822 0.40067
H -0.76524 -2.85597 -0.28680
C 5.09374 0.75454 -1.99519
S 4.49033 -0.91075 -1.66743
C 2.74518 -0.74168 -1.80810
S 1.98555 0.82746 -1.90803
N 2.14266 -1.87853 -1.78460
N 0.75577 -1.78493 -1.78609
C 0.19425 -2.60436 -2.57886
C -1.25971 -2.71222 -2.75408
C -1.74540 -3.79467 -3.48209
C -3.11395 -3.92905 -3.64218
C -3.93954 -2.97857 -3.06600
C -3.35718 -1.93033 -2.36215
N -2.04969 -1.78289 -2.20835
H 6.17829 0.66484 -1.99775
H 4.79364 1.45451 -1.22003
H 4.76272 1.11187 -2.96590
H 0.81718 -3.28108 -3.16708
H -1.05815 -4.51414 -3.90544
H -3.52459 -4.75756 -4.20308
H -5.01419 -3.03561 -3.15804
H -3.98123 -1.17735 -1.89705
C -3.44217 1.24201 -1.36179
Ge -1.56039 1.64738 -1.72627
C -1.13191 3.43689 -1.10671
C 0.03268 4.07197 -1.54145
C 0.28881 5.38443 -1.18036
C -0.61687 6.07472 -0.38232
C -1.77890 5.45709 0.05299
C -2.03051 4.14051 -0.30863
C -1.27092 1.55407 -3.66145
C -0.52999 0.54910 -4.22142
C -0.34811 0.44880 -5.61803
C -0.91586 1.37014 -6.44333
C -1.70273 2.42218 -5.91473
C -2.30570 3.37580 -6.77156
C -3.08277 4.37717 -6.27094
C -3.29722 4.46544 -4.87948
C -2.72237 3.56478 -4.03164
C -1.89651 2.51734 -4.51530
H -3.96104 2.19029 -1.23375
H -3.61295 0.63586 -0.48055
H -3.84692 0.73897 -2.23650
H 0.73850 3.54062 -2.17184
H 1.19111 5.87250 -1.52295
H -0.41531 7.09987 -0.10149
H -2.48309 5.97930 0.68781
H -2.94008 3.67079 0.04394
H -0.04599 -0.17558 -3.58332
H 0.25065 -0.35660 -6.02269
H -0.77991 1.31259 -7.51624
H -2.13936 3.28863 -7.83758
H -3.53726 5.10026 -6.93347
H -3.92010 5.25424 -4.48114
H -2.89879 3.66174 -2.96780
C 5.97238 -2.45752 3.82673
C 6.24951 -1.56338 2.80267
C 5.21119 -0.98245 2.09544
C 3.87968 -1.28693 2.38002
C 3.61544 -2.17678 3.41900
C 4.65265 -2.75482 4.13293
C 2.83892 -0.62784 1.56577
C 1.60684 -1.04093 1.28250
C 1.05091 -2.31384 1.78595
C 0.18322 -2.32581 2.87874
C -0.37779 -3.50968 3.32696
C -0.09073 -4.70611 2.68083
C 0.76654 -4.70351 1.58995
C 1.33443 -3.51802 1.14430
H 6.77744 -2.91349 4.38492
H 7.27307 -1.31694 2.55795
H 5.42853 -0.28472 1.29550
H 2.59299 -2.41662 3.68119
H 4.42564 -3.44037 4.93733
H 3.19469 0.28709 1.10854
H -0.04378 -1.39000 3.37846
H -1.03992 -3.50026 4.18218
H -0.52546 -5.63171 3.03092
H 1.00554 -5.63216 1.08779
H 2.00555 -3.51371 0.29425

No. 3
Density functional theory data (the ωB97M-V functional and the def2-TZVPD basis) for C55H44GeInN6O2S2 as an isolated structure at a distorted geometry.

Calculated values
E = -5664.65490 Ha
Multiplicity = 2
M = 1072.56 g/mol
Energy above the lowest of the compared OMol25 structures with the same formula, charge and spin = 201.0 kJ/mol
Highest occupied orbital energy (alpha / beta) = -6.7 / -7.9 eV

Atoms and positions in Å:
In 0.28780 -0.60980 -0.40270
O 0.49180 6.43010 2.07190
C 1.23980 5.54040 2.45300
O 2.12500 5.46670 3.29450
C 0.98230 4.14680 1.68960
C -0.19420 3.92540 1.00020
C -0.39520 2.69890 0.37120
N 0.47120 1.70110 0.47130
C 1.56950 1.87130 1.22310
C 1.89330 3.10600 1.77650
C 2.37220 0.68560 1.55330
C 2.98960 0.58710 2.80260
C 3.70400 -0.55430 3.11140
C 3.83510 -1.54560 2.14710
C 3.18440 -1.37220 0.94030
N 2.44510 -0.30440 0.66350
C -1.74790 2.48420 -0.27390
C -2.05080 3.56900 -1.25720
C -2.11180 3.28780 -2.56430
C -2.01800 1.93430 -3.04400
C -2.02970 0.90740 -2.17270
N -1.99570 1.14370 -0.81350
H -0.94280 4.70430 0.99170
H 2.81130 3.26240 2.32310
H 2.87150 1.37540 3.52890
H 4.15550 -0.67080 4.08530
H 4.40620 -2.44150 2.33520
H 3.24440 -2.11820 0.15850
H -2.17710 4.56860 -0.87340
H -2.28660 4.07300 -3.28190
H -2.02070 1.74400 -4.10540
H -2.12100 -0.12140 -2.48910
C 0.72630 -6.14200 -1.86160
S -0.83820 -5.35580 -1.37620
C -0.25760 -3.93440 -0.51970
S 1.27600 -3.30310 -0.82670
N -1.08680 -3.50730 0.38290
N -0.86760 -2.37250 1.02280
C -1.36980 -2.27110 2.20360
C -1.22190 -1.11340 3.04240
C -1.60480 -1.19620 4.39100
C -1.37160 -0.12630 5.22980
C -0.80330 1.01790 4.69060
C -0.50940 1.02890 3.33600
N -0.68200 -0.00290 2.52430
H 0.46010 -7.00530 -2.46170
H 1.32970 -5.44540 -2.43400
H 1.25340 -6.45040 -0.96180
H -1.89860 -3.12960 2.61890
H -2.05770 -2.10040 4.76560
H -1.61940 -0.17210 6.27960
H -0.58970 1.88490 5.29370
H -0.10730 1.92920 2.89940
C -0.70040 -2.18250 -3.78180
Ge 0.73860 -0.88420 -3.19630
C 2.56950 -1.64650 -3.42650
C 3.64080 -0.99660 -2.82850
C 4.93260 -1.45450 -3.01030
C 5.16480 -2.57620 -3.78850
C 4.10260 -3.23320 -4.38590
C 2.81170 -2.76830 -4.20500
C 0.75930 0.80550 -4.28630
C 0.98200 2.00360 -3.66170
C 0.93310 3.21520 -4.36480
C 0.58450 3.22850 -5.68560
C 0.32880 2.02190 -6.36780
C -0.09580 1.99560 -7.71370
C -0.33240 0.81200 -8.35550
C -0.07720 -0.40430 -7.70330
C 0.33590 -0.41020 -6.40080
C 0.48360 0.78960 -5.67510
H -0.28710 -2.97010 -4.40590
H -1.48060 -1.66810 -4.33880
H -1.14100 -2.65870 -2.90850
H 3.45120 -0.13070 -2.20230
H 5.75880 -0.94000 -2.54110
H 6.17090 -2.94630 -3.91990
H 4.27830 -4.11540 -4.98410
H 1.98450 -3.29100 -4.66700
H 1.17380 2.02650 -2.59400
H 1.13850 4.13720 -3.84370
H 0.51060 4.16160 -6.22700
H -0.24250 2.93570 -8.22380
H -0.70760 0.80220 -9.36890
H -0.21330 -1.33480 -8.23780
H 0.56200 -1.34400 -5.90130
C -6.29540 4.62840 0.75290
C -6.02910 3.75430 -0.28840
C -4.91260 2.93780 -0.23920
C -4.03450 3.01190 0.83670
C -4.30160 3.89750 1.87300
C -5.43670 4.68860 1.83680
C -2.79620 2.16670 0.85700
C -2.89440 0.82290 0.19050
C -3.58300 -0.34570 0.50580
C -4.44970 -0.36750 1.62760
C -5.09890 -1.52380 1.98440
C -4.92640 -2.69300 1.25150
C -4.11660 -2.68070 0.12330
C -3.45930 -1.53320 -0.25490
H -7.17340 5.25790 0.72150
H -6.69680 3.70500 -1.13690
H -4.72620 2.22430 -1.03080
H -3.62310 3.96050 2.71170
H -5.64420 5.36950 2.64720
H -2.37530 2.15370 1.86560
H -4.59110 0.53900 2.19810
H -5.76290 -1.51640 2.83550
H -5.42790 -3.60160 1.54620
H -4.00050 -3.58200 -0.45710
H -2.81630 -1.53610 -1.12650

No. 4
Density functional theory data (the ωB97M-V functional and the def2-TZVPD basis) for C55H44N2O3P2PdS3 as an isolated structure at a distorted geometry.

Calculated values
E = -4462.48402 Ha
M = 1045.54 g/mol
Charge = -2
Energy above the lowest of the compared OMol25 structures with the same formula, charge and spin = 0.0 kJ/mol
Highest occupied orbital energy = -1.9 eV

Atoms and positions in Å:
Pd -0.00659 -1.38437 -0.42116
O -3.33404 -1.14725 -3.36922
N -2.93868 -2.32090 -3.32371
N -2.37064 -2.72852 -2.18229
O -2.28955 -1.97771 -1.12931
C -1.80878 -4.04547 -2.18498
C -1.11566 -4.40344 -1.05064
C -0.55894 -5.72678 -0.91388
C -0.64592 -6.56018 -2.02844
C -1.34242 -6.15850 -3.18836
C -1.97571 -4.89138 -3.26760
H -1.16722 -3.73970 -0.18420
H -0.08890 -6.06173 0.03125
H -0.09295 -7.45945 -2.07337
H -1.37763 -6.74826 -4.06956
H -2.62009 -4.62721 -4.09584
C 0.37778 -4.33596 4.74758
C -0.20479 -3.13323 5.12764
C -0.09671 -1.97712 4.35097
C 0.52123 -1.93675 3.08983
C 0.98557 -3.18013 2.67619
C 1.01148 -4.31745 3.51730
P 0.13200 -0.57327 1.79639
C 1.24565 0.66320 2.44080
C 1.16425 1.89797 1.89124
C 2.04708 2.88880 2.34628
C 3.07137 2.58101 3.24936
C 3.09814 1.31586 3.83473
C 2.16238 0.38936 3.42067
C -1.56349 -0.01071 2.32358
C -1.68584 0.81955 3.44312
C -2.96412 1.03349 4.01970
C -4.04758 0.46608 3.36061
C -3.92313 -0.34283 2.24209
C -2.67793 -0.66089 1.75346
H 0.33884 -5.27798 5.36020
H -0.92793 -3.12633 5.94806
H -0.77744 -1.12707 4.64754
H 1.53652 -3.22054 1.72279
H 1.60530 -5.18306 3.13147
H 0.41994 2.24809 1.19320
H 2.03569 3.93756 1.97558
H 3.82610 3.33573 3.60255
H 3.94308 0.96041 4.56797
H 2.18471 -0.66300 3.86056
H -0.81430 1.33806 3.85381
H -3.04285 1.89313 4.68687
H -5.05321 0.91202 3.48811
H -4.83077 -0.59611 1.59883
H -2.56790 -1.30744 0.89869
C 5.80813 -1.60798 0.61385
C 5.74700 -2.03175 -0.70548
C 4.57452 -2.00855 -1.42034
C 3.35458 -1.61918 -0.79587
C 3.39600 -1.24098 0.52465
C 4.62489 -1.19205 1.22757
P 1.73979 -1.51288 -1.65428
C 1.89378 -2.84826 -2.88224
C 1.27336 -2.68670 -4.12279
C 1.27139 -3.75465 -5.02108
C 1.78196 -5.00975 -4.71286
C 2.36732 -5.18085 -3.45818
C 2.37832 -4.12354 -2.52360
C 2.09505 0.08606 -2.49608
C 3.15240 0.36542 -3.40849
C 3.31373 1.57998 -3.99884
C 2.54000 2.63317 -3.47466
C 1.52323 2.40966 -2.55699
C 1.27951 1.11004 -2.02749
H 6.82513 -1.50763 1.15536
H 6.64808 -2.35600 -1.23918
H 4.55393 -2.35585 -2.43396
H 2.51177 -1.05266 1.03543
H 4.63370 -0.80983 2.23981
H 0.78257 -1.76273 -4.32786
H 0.76706 -3.59478 -5.93889
H 1.61463 -5.87703 -5.35771
H 2.64996 -6.20245 -3.17036
H 2.82038 -4.37032 -1.57873
H 3.92004 -0.45410 -3.64716
H 4.20999 1.77466 -4.66776
H 2.70651 3.66595 -3.70435
H 0.99486 3.25459 -2.08565
H 0.51447 0.91114 -1.28270
O -0.90622 3.96964 0.63442
C -2.02106 4.63484 0.22725
C -2.69476 5.31925 1.49345
C -3.60163 6.34604 1.64483
C -4.13156 6.41194 2.95692
C -3.51855 5.53604 3.82215
S -2.38809 4.55263 2.99807
C -3.10258 3.69969 -0.33634
C -2.84630 2.73468 -1.29133
C -3.89575 1.76214 -1.42179
C -4.94808 2.06816 -0.59764
S -4.63676 3.48467 0.37861
C -1.73626 5.76042 -0.79041
C -0.59561 6.53989 -1.00079
C -0.71810 7.59253 -1.93296
C -1.93734 7.58628 -2.53346
S -2.92468 6.29700 -1.96012
H -4.01777 6.88284 0.77698
H -5.06472 6.91570 3.22809
H -3.66705 5.52316 4.89195
H -1.90829 2.69647 -1.76413
H -3.90641 0.92191 -2.11090
H -5.81684 1.46104 -0.48447
H 0.28107 6.28034 -0.46114
H 0.03609 8.37906 -2.02592
H -2.39616 8.28387 -3.16082

Question: E of number 3 (C55H44GeInN6O2S2)?
Answer: -5664.65490 Ha

Question: E of number 2 (C55H44GeInN6O2S2)?
Answer: -5664.71764 Ha

Question: What is the energy above the lowest of the compared OMol25 structures with the same formula, charge and spin in the second record?
Answer: 36.2 kJ/mol